{
  "formula": "C7H12ClOP",
  "method": "ωB97M-V/def2-TZVPD",
  "species": ["C", "C", "C", "C", "C", "C", "C", "O", "P", "Cl", "H", "H", "H", "H", "H", "H", "H", "H", "H", "H", "H", "H"],
  "coordinates": [[-1.211501, 1.147399, -1.010802], [-0.066003, 1.805749, -1.224736], [1.281705, 1.075068, -1.082937], [0.846415, -0.379686, -0.767368], [-0.029331, 3.252016, -1.658358], [0.517934, -2.739562, 3.157700], [-0.698182, -2.602837, 2.675924], [-1.690887, -1.397063, -1.088111], [-0.878856, -0.439774, -0.034067], [-2.154557, -3.485492, 3.163577], [-2.099615, 1.641154, -1.040642], [2.069169, 1.277775, -1.942604], [1.703949, 1.633536, -0.155531], [1.053421, -0.925707, -1.681135], [1.481714, -1.023748, -0.055426], [0.943361, 3.567598, -2.015404], [-0.157313, 3.885632, -0.792162], [-0.767716, 3.464616, -2.444110], [0.747694, -3.478937, 3.901542], [1.477714, -2.154233, 3.062114], [-1.611572, -2.244697, -0.811778], [-0.757541, -1.878809, 1.844314]],
  "atomic_forces_ev_per_a": [[3.442, -1.819, 1.995], [0.530, 0.146, -1.573], [0.182, 1.570, 1.637], [2.067, -1.243, 1.076], [0.107, -0.172, -0.223], [1.535, -0.539, 1.628], [0.411, 0.834, -1.120], [-0.400, 3.109, -1.277], [0.194, 2.479, -2.610], [1.181, 0.495, -0.402], [-2.591, 1.180, -0.079], [-1.876, -0.657, 1.562], [-0.124, -1.148, -1.290], [-1.033, -0.348, -0.425], [-0.329, 1.528, -0.620], [0.310, -0.262, -0.391], [-0.555, 0.276, 0.254], [0.095, 0.072, 0.445], [-0.402, -0.501, 0.500], [-1.669, -0.124, -1.032], [-0.019, -4.455, 1.168], [-1.058, -0.421, 0.779]],
  "nbo_charge": [-0.511, 0.063, -0.446, -0.760, -0.658, -0.426, -0.221, -0.954, 1.053, -0.019, 0.210, 0.229, 0.212, 0.244, 0.220, 0.212, 0.224, 0.229, 0.196, 0.226, 0.472, 0.207],
  "relative_energy_kcal_mol": 39.4,
  "smiles": "CC1=CP(O)CC1.C=CCl",
  "fmax_ev_per_a": 4.6,
  "e_lumo_ev": 0.791,
  "orbital_gap_ev": 9.52,
  "homo_energy_ev": -8.729
}

{
  "formula": "C7H12F3NO3",
  "method": "ωB97M-V/def2-TZVPD",
  "species": ["C", "C", "O", "N", "C", "H", "H", "H", "H", "H", "H", "H", "C", "C", "O", "C", "O", "C", "F", "F", "F", "H", "H", "H", "H", "H"],
  "coordinates": [[-1.654779, -1.913323, 1.088985], [-1.237309, -0.464303, 1.504355], [-0.214109, -0.230833, 2.128545], [-2.213419, 0.413037, 1.134325], [-2.109849, 1.862947, 1.386365], [-1.809879, -2.462503, 2.017665], [-0.905679, -2.539603, 0.604495], [-2.536769, -1.932783, 0.448805], [-2.925569, 0.062017, 0.510035], [-1.384459, 2.316897, 0.711205], [-1.768949, 2.061487, 2.402465], [-3.017319, 2.459757, 1.294605], [1.622311, 1.902187, 0.218155], [0.782701, 0.750817, -0.270045], [1.567421, 0.095107, -1.243175], [1.245191, -1.070543, -1.747375], [0.123971, -1.673213, -1.525915], [2.405971, -1.619653, -2.615815], [2.180841, -1.674893, -3.988975], [3.552471, -1.021023, -2.585505], [2.591681, -2.876283, -2.216725], [1.874721, 2.616737, -0.565295], [2.509651, 1.535397, 0.734115], [0.957031, 2.320557, 0.973455], [-0.093039, 1.126547, -0.799195], [0.457171, -0.044533, 0.400435]],
  "atomic_forces_ev_per_a": [[0.499, 0.162, 0.493], [-1.055, -2.049, -0.237], [-0.987, 0.351, 0.261], [0.230, 1.253, 0.377], [0.518, -0.046, 0.119], [-0.502, 0.153, 0.138], [0.387, 0.715, -0.203], [-0.057, -0.027, 0.235], [0.184, 0.200, 0.228], [0.077, 0.018, -0.041], [0.168, -0.352, -0.002], [-0.367, -0.733, -0.277], [-0.753, -0.689, 1.103], [-0.430, -0.165, -0.988], [1.631, -1.238, -1.906], [-4.940, -0.883, 1.255], [5.304, 2.351, -1.321], [-0.499, -1.764, -2.317], [-1.196, 0.066, 1.373], [1.101, 1.397, 1.327], [-0.069, -0.414, 0.181], [-0.120, -0.123, 0.081], [0.062, 0.119, -0.125], [0.367, 0.677, 0.127], [-0.261, 0.062, 0.052], [0.711, 0.958, 0.068]],
  "nbo_charge": [-0.712, 0.695, -0.640, -0.622, -0.428, 0.235, 0.255, 0.203, 0.406, 0.188, 0.222, 0.217, -0.626, -0.092, -0.465, 0.696, -0.590, 0.902, -0.333, -0.286, -0.305, 0.220, 0.222, 0.221, 0.174, 0.241],
  "relative_energy_kcal_mol": 0.0,
  "smiles": "CCOC(=O)C(F)(F)F.CNC(C)=O",
  "fmax_ev_per_a": 5.9,
  "e_lumo_ev": 0.643,
  "orbital_gap_ev": 10.73,
  "homo_energy_ev": -10.091
}

{
  "formula": "C7H12FN2",
  "method": "ωB97M-V/def2-TZVPD",
  "species": ["C", "C", "C", "C", "C", "C", "C", "N", "N", "F", "H", "H", "H", "H", "H", "H", "H", "H", "H", "H", "H", "H"],
  "coordinates": [[-0.160941, -0.679815, 0.025901], [-1.363178, -1.252234, -0.064779], [-2.521459, 0.834159, 0.047919], [3.340447, -0.306364, 0.642492], [2.213890, 1.676973, -0.314431], [-3.789430, -1.084515, -0.083745], [2.216246, 0.103449, -0.266367], [0.973659, -0.418254, 0.132316], [-2.504272, -0.459810, 0.020768], [-3.591197, 1.505067, 0.281543], [-1.775072, 1.601216, 0.007453], [-1.337727, -2.169741, -0.512305], [4.349471, -0.366765, 0.112245], [3.212899, -1.287301, 1.226043], [3.491406, 0.352654, 1.567621], [3.206319, 2.080333, -0.257214], [1.689644, 2.208609, 0.402160], [1.911725, 1.945090, -1.224845], [-3.768888, -1.619075, -1.019428], [-3.743943, -1.973994, 0.480308], [-4.582771, -0.454903, -0.013917], [2.533173, -0.234777, -1.189735]],
  "atomic_forces_ev_per_a": [[1.373, -0.116, -0.012], [0.420, 2.166, 0.725], [0.935, -0.086, 0.424], [2.129, -1.320, 3.354], [1.628, -2.344, 0.995], [1.991, -3.165, -1.260], [1.521, 2.555, 2.203], [-1.018, 0.076, 0.309], [-0.265, 2.550, -0.339], [-2.061, -0.107, 0.118], [1.561, -0.791, -0.261], [-0.782, -2.290, -0.964], [-1.509, 0.190, 0.574], [-0.076, 0.898, -1.510], [-0.310, -0.275, -1.557], [0.812, -0.340, 0.171], [-1.402, 0.437, 1.730], [-1.669, 1.275, -3.697], [-0.286, 0.490, -1.129], [-0.583, -0.515, 1.880], [-2.134, 1.548, 0.555], [-0.274, -0.837, -2.311]],
  "nbo_charge": [0.507, -0.364, 0.543, -0.631, -0.588, -0.427, -0.095, -0.266, -0.235, -0.255, 0.208, 0.264, 0.243, 0.236, 0.227, 0.239, 0.219, 0.210, 0.239, 0.247, 0.250, 0.230],
  "relative_energy_kcal_mol": 73.7,
  "smiles": "CC(C)N=C=C/[N+](C)=C/F",
  "charge": 1,
  "fmax_ev_per_a": 4.3,
  "e_lumo_ev": -4.137,
  "orbital_gap_ev": 8.54,
  "homo_energy_ev": -12.680
}